One molecule with the formula CH3F2PS. Source: the OMol25 dataset; level of theory: ωB97M-V/def2-TZVPD.

Properties
Orbital gap (spin up / spin down) (eV): 5.71 / 6.68
Lowest unoccupied orbital energy (spin up / spin down) (eV): 0.711 / -3.550

```
! wB97M-V def2-TZVPD RIJCOSX def2/J DEFGRID3
* xyz 0 3
C 0.453 -0.074 0.045
F 1.015 -0.446 -1.116
F 1.338 -0.282 1.008
P -1.281 -1.074 0.310
S 0.135 1.781 0.113
H -1.920 -0.058 -0.460
H -0.824 -1.749 -0.788
H 1.083 1.902 0.888
*
```

natural (NBO) atomic charge list, values in e, 5 entries:
1. C 0.24
2. F -0.35
3. F -0.36
4. P 0.15
5. S 0.32



One molecule with the formula C4H6N2O. Source: the OMol25 dataset; level of theory: ωB97M-V/def2-TZVPD.

Properties
Orbital gap (spin up / spin down) (eV): 7.37 / 7.37
Lowest unoccupied orbital energy (spin up / spin down) (eV): -0.439 / -0.439

```
! wB97M-V def2-TZVPD RIJCOSX def2/J DEFGRID3
* xyz 0 1
N 1.865 0.689 0.332
C 0.654 0.643 -0.337
C -0.145 -0.583 -0.012
O 0.621 -1.678 -0.059
C -1.482 -0.637 0.283
C -2.221 0.554 0.489
N 0.168 1.484 -1.157
H 2.551 1.329 -0.042
H 2.251 -0.197 0.623
H 0.084 -2.447 0.192
H -1.880 -1.661 0.382
H -3.281 0.243 0.606
H 0.816 2.262 -1.300
*
```

natural (NBO) atomic charge list, values in e, 5 entries:
1. N -0.82
2. C 0.36
3. C 0.47
4. O -0.64
5. C -0.49



A 3-piece molecular cluster, C4H14O2 overall. Source: the OMol25 dataset; level of theory: ωB97M-V/def2-TZVPD.

Properties
Orbital gap (eV): 11.23
Lowest unoccupied orbital energy (eV): 0.750
Structure (SMILES): CCCC.O.O

```
! wB97M-V def2-TZVPD RIJCOSX def2/J DEFGRID3
* xyz 0 1
C -1.735 0.395 1.285
C -2.571 0.062 0.022
C -3.933 0.587 0.230
C -5.118 0.337 -0.987
H -1.919 -0.487 1.911
H -0.692 0.340 0.939
H -2.017 1.321 1.871
H -2.068 0.325 -0.976
H -2.629 -1.223 -0.023
H -4.474 -0.029 1.050
H -4.127 1.699 0.408
H -4.856 -0.675 -1.469
H -6.090 0.054 -0.690
H -5.071 1.102 -1.753
O 6.153 0.905 -0.176
H 6.817 0.441 0.266
H 6.119 0.635 -1.079
O 5.249 -2.002 -0.304
H 5.565 -1.361 0.319
H 4.367 -1.660 -0.228
*
```

natural (NBO) atomic charge list, values in e, 5 entries:
1. C -0.62
2. C -0.40
3. C -0.41
4. C -0.62
5. H 0.21



A 3-piece molecular cluster, C4H13N3S overall. Source: the OMol25 dataset; level of theory: ωB97M-V/def2-TZVPD.

Properties
Orbital gap (eV): 7.82
Lowest unoccupied orbital energy (eV): -1.087

```
! wB97M-V def2-TZVPD RIJCOSX def2/J DEFGRID3
* xyz 0 1
C 1.333 2.272 -1.571
N 1.974 -0.330 1.007
C 1.804 0.829 0.256
N 1.476 0.902 -0.975
H 0.932 2.205 -2.558
H 2.354 2.767 -1.630
H 0.632 2.906 -1.021
H 1.268 -1.017 0.815
H 2.112 -0.159 1.985
H 2.088 1.783 0.772
H -0.744 1.106 -0.166
C -1.143 -1.501 -0.324
C -2.393 -0.820 0.216
S -2.039 0.526 1.428
N -0.372 -2.055 0.829
H -0.488 -0.739 -0.759
H -1.343 -2.323 -1.060
H -3.024 -1.595 0.676
H -2.963 -0.369 -0.610
H -0.781 -2.960 1.089
H -0.684 -1.429 1.604
*
```

natural (NBO) atomic charge list, values in e, 5 entries:
1. C -0.44
2. N -0.82
3. C 0.30
4. N -0.52
5. H 0.20



A 7-piece molecular cluster, H14O7 overall. Source: the OMol25 dataset; level of theory: ωB97M-V/def2-TZVPD.

Properties
Orbital gap (eV): 9.47
Lowest unoccupied orbital energy (eV): -0.236
Structure (SMILES): O.O.O.O.O.O.O

```
! wB97M-V def2-TZVPD RIJCOSX def2/J DEFGRID3
* xyz 0 1
O -0.743 2.029 -2.315
H -0.604 2.243 -3.300
H -1.610 2.402 -2.142
O 1.979 -0.846 1.378
H 1.580 0.028 1.248
H 1.363 -1.471 1.001
O 1.965 2.293 -1.813
H 1.007 2.435 -1.960
H 2.222 1.784 -2.562
O 0.544 -1.233 -1.374
H 0.359 -0.336 -1.131
H -0.357 -1.610 -1.274
O 0.112 0.963 0.552
H -0.401 0.619 1.269
H -0.455 1.596 0.153
O -0.175 -2.900 1.212
H -0.593 -2.134 1.673
H -0.127 -3.585 1.855
O -1.648 -0.619 2.421
H -1.984 -1.125 3.192
H -2.432 -0.540 1.927
*
```

natural (NBO) atomic charge list, values in e, 5 entries:
1. O -0.96
2. H 0.49
3. H 0.48
4. O -0.97
5. H 0.48



A 2-piece molecular cluster, C4H2S overall. Source: the OMol25 dataset; level of theory: ωB97M-V/def2-TZVPD.

Properties
Orbital gap (spin up / spin down) (eV): 4.15 / 3.93
Lowest unoccupied orbital energy (spin up / spin down) (eV): -4.929 / -5.010

```
! wB97M-V def2-TZVPD RIJCOSX def2/J DEFGRID3
* xyz 0 1
C 3.595 -0.223 0.062
C -3.279 0.651 -0.146
C 2.642 -0.651 -0.513
C -2.323 -0.068 0.075
S -0.998 -0.998 0.242
H 4.491 0.041 0.564
H -4.128 1.248 -0.285
*
```

natural (NBO) atomic charge list, values in e, 5 entries:
1. C -0.46
2. C -0.04
3. C -0.06
4. C -0.35
5. S 0.44



One molecule with the formula C5H10O. Source: the OMol25 dataset; level of theory: ωB97M-V/def2-TZVPD.

Properties
Orbital gap (eV): 9.08
Lowest unoccupied orbital energy (eV): 1.044

```
! wB97M-V def2-TZVPD RIJCOSX def2/J DEFGRID3
* xyz 0 1
C 2.490 -0.589 -0.249
O 1.133 -0.574 -0.608
C 0.330 0.033 0.445
C -1.223 1.038 0.770
C -2.370 0.343 0.152
C -1.148 -0.191 -0.530
H 2.671 -1.187 0.658
H 3.036 -1.036 -1.084
H 2.878 0.428 -0.071
H 0.302 -0.646 1.300
H 0.873 0.942 0.710
H -0.999 1.934 0.169
H -3.018 0.921 -0.507
H -2.916 -0.374 0.765
H -1.027 -1.266 -0.442
H -0.940 0.183 -1.526
*
```

natural (NBO) atomic charge list, values in e, 5 entries:
1. C -0.25
2. O -0.58
3. C -0.08
4. C -0.24
5. C -0.48



A 2-piece molecular cluster, C3H11N2 overall. Source: the OMol25 dataset; level of theory: ωB97M-V/def2-TZVPD.

Properties
Orbital gap (eV): 11.11
Lowest unoccupied orbital energy (eV): -3.104

```
! wB97M-V def2-TZVPD RIJCOSX def2/J DEFGRID3
* xyz 1 1
N 0.305 1.504 -1.538
H 0.186 0.342 -0.770
H 1.183 2.010 -1.444
H 0.198 1.284 -2.525
H -0.430 2.155 -1.266
C 1.192 0.003 2.013
C 0.069 -0.130 1.345
N 0.017 -0.604 -0.019
C -1.256 -1.271 -0.398
H 2.134 -0.310 1.583
H 1.193 0.401 3.015
H -0.904 0.112 1.752
H 0.795 -1.226 -0.234
H -1.419 -2.153 0.209
H -2.069 -0.562 -0.281
H -1.193 -1.556 -1.443
*
```

natural (NBO) atomic charge list, values in e, 5 entries:
1. N -1.01
2. H 0.44
3. H 0.41
4. H 0.41
5. H 0.41